# C28H78N7O8Sr

C28H78N7O8Sr as an isolated structure at a distorted geometry (the ωB97M-V functional and the def2-TZVPD basis, OMol25).

XYZ file:
```
122
Properties=species:S:1:pos:R:3:forces:R:3:mulliken_charge:R:1
Sr 6.541 -2.038 -3.780 0.1 1.0 0.7 1.323
O 6.674 0.382 -4.074 1.2 -0.4 0.8 -0.104
H 7.466 0.757 -3.641 -0.9 -1.1 -0.2 -0.029
C 9.363 -5.898 -3.477 1.1 -1.8 -0.4 -1.671
C 8.907 -4.537 -3.205 0.9 1.2 0.1 0.908
C 9.747 -3.495 -3.967 -0.7 0.1 -0.6 -1.411
O 9.329 -2.183 -3.607 -0.9 -0.4 1.5 0.295
C 10.042 -1.140 -4.195 1.6 -0.1 -1.2 -0.470
N 7.520 -4.472 -3.570 -1.7 0.4 -0.2 -0.392
H 8.839 -6.681 -2.929 -0.4 0.2 0.2 0.426
H 10.409 -6.088 -3.237 0.2 0.2 -0.3 0.406
H 9.148 -6.068 -4.532 0.5 -0.4 -0.2 0.425
H 9.029 -4.293 -2.149 -0.3 0.1 0.1 -0.163
H 9.579 -3.487 -5.043 -0.1 -0.9 -0.5 0.499
H 10.801 -3.751 -3.859 0.2 0.6 0.5 0.338
H 10.157 -1.371 -5.254 -0.4 0.3 -0.5 0.378
H 11.084 -1.121 -3.877 0.0 0.1 0.6 0.275
H 9.613 -0.146 -4.066 -0.3 -0.4 0.3 0.139
H 7.027 -5.195 -3.066 -0.3 0.2 0.8 0.176
H 7.350 -4.842 -4.494 0.7 0.0 -0.8 0.266
C 8.279 1.018 -7.188 1.4 1.9 -1.0 -1.292
C 6.849 0.852 -7.681 2.2 -2.0 -1.1 1.313
C 6.754 0.174 -9.090 0.6 1.2 -1.5 -1.208
O 7.564 0.849 -10.075 0.9 1.7 1.9 -0.300
C 7.417 0.455 -11.394 -1.5 -1.3 0.4 -0.738
N 6.324 -0.077 -6.741 -2.5 -1.4 0.6 -0.553
H 8.994 0.204 -7.313 -0.6 -0.7 -0.1 0.411
H 8.274 1.297 -6.134 -0.3 -0.2 -0.3 -0.113
H 8.814 1.806 -7.717 0.0 0.4 0.0 0.451
H 6.315 1.801 -7.642 -0.1 -0.1 -0.1 -0.161
H 5.736 0.184 -9.480 -0.4 0.0 0.4 0.508
H 7.101 -0.856 -9.162 0.0 -0.4 0.9 0.393
H 8.010 1.004 -12.125 0.1 0.1 0.5 0.230
H 6.352 0.541 -11.611 -0.2 0.2 -0.7 0.315
H 7.616 -0.616 -11.423 0.4 -0.3 -0.6 0.299
H 6.335 0.316 -5.811 0.4 0.0 0.2 -0.402
H 6.814 -0.957 -6.669 0.5 0.1 -0.7 0.428
C 10.301 0.866 0.993 -0.1 0.8 -0.4 -1.664
C 10.299 1.648 -0.348 0.4 -2.1 0.5 0.245
C 11.678 1.585 -1.035 1.2 0.4 0.2 -0.815
O 12.121 0.288 -1.494 -0.2 0.4 -1.1 -0.280
C 13.455 0.294 -2.085 0.1 -0.7 1.5 -0.932
N 9.300 1.015 -1.206 -0.1 0.0 0.4 0.926
H 9.304 0.965 1.423 0.1 0.1 0.2 0.268
H 11.056 1.258 1.674 -0.1 0.0 0.1 0.548
H 10.474 -0.201 0.854 0.2 0.0 -0.3 0.281
H 9.955 2.675 -0.221 0.6 0.2 0.3 0.428
H 12.478 1.857 -0.345 -0.1 0.7 0.3 0.632
H 11.665 2.294 -1.862 0.1 0.0 -0.3 0.168
H 14.203 0.309 -1.292 -0.1 0.1 0.5 0.355
H 13.814 1.093 -2.734 -1.1 0.3 -0.4 0.350
H 13.622 -0.683 -2.539 -0.4 0.1 -0.3 0.297
H 9.822 0.265 -1.637 -0.1 -0.3 -0.6 0.078
H 9.060 1.694 -1.914 0.1 -0.3 -0.6 -0.924
C 2.888 3.057 -4.675 -1.1 1.6 -0.2 -1.509
C 4.034 2.795 -5.616 -1.5 -2.4 1.0 0.235
C 5.192 3.676 -5.392 -0.7 0.2 -1.2 0.218
O 4.712 4.959 -5.744 0.2 -0.2 1.2 -0.464
C 5.600 5.945 -5.332 0.2 1.0 -0.6 -0.681
N 4.333 1.369 -5.402 0.2 0.1 -0.9 -0.503
H 2.735 4.136 -4.630 -0.3 0.1 0.1 0.407
H 2.982 2.730 -3.640 0.6 -0.3 -0.1 0.127
H 1.961 2.634 -5.064 0.1 -0.2 0.0 0.385
H 3.707 2.907 -6.650 -0.2 0.1 0.0 0.565
H 5.912 3.385 -6.157 0.9 0.0 0.4 0.379
H 5.514 3.535 -4.361 0.5 0.5 0.2 -0.186
H 6.573 5.722 -5.770 0.3 0.4 -0.2 0.267
H 5.753 6.094 -4.263 -0.3 -0.6 0.4 0.248
H 5.183 6.888 -5.687 0.4 0.1 -0.2 0.338
H 4.820 1.025 -6.217 -0.5 -0.3 0.0 0.578
H 5.017 1.256 -4.668 0.1 0.2 0.3 -0.406
C 3.475 0.573 -0.241 0.3 0.1 1.6 -1.592
C 4.521 1.118 -1.178 -1.0 1.0 1.1 0.755
C 5.839 1.581 -0.508 -2.2 -1.2 -0.4 0.381
O 5.597 2.740 0.285 0.6 -1.5 -0.7 -0.500
C 6.790 3.113 0.921 0.2 1.3 0.5 -0.392
N 4.737 0.080 -2.152 0.6 -0.2 -0.3 0.187
H 2.495 0.408 -0.690 0.1 0.1 -0.1 0.338
H 3.378 1.164 0.669 -0.3 0.4 -0.2 0.398
H 3.853 -0.368 0.159 -0.1 -0.4 -0.2 0.212
H 4.113 2.006 -1.662 -0.1 0.3 -0.1 0.263
H 6.529 1.658 -1.348 0.6 0.8 0.2 -0.138
H 6.135 0.709 0.076 0.6 0.2 0.6 -0.241
H 7.565 3.310 0.180 0.2 0.1 0.0 0.004
H 7.205 2.454 1.684 -0.3 -0.8 -0.2 0.260
H 6.562 4.026 1.471 0.1 0.2 -0.2 0.381
H 3.926 0.115 -2.754 -0.2 -0.2 -0.4 0.565
H 5.495 0.452 -2.707 0.3 -0.2 -1.1 -0.888
C 8.169 4.381 -2.765 0.5 0.6 -0.2 -1.473
C 8.760 3.834 -4.064 -0.7 -0.3 0.1 1.374
C 10.115 4.445 -4.368 -0.1 0.3 0.0 -1.279
O 10.694 3.938 -5.555 -1.0 0.2 0.0 -0.270
C 11.993 4.409 -5.818 0.5 -1.1 0.3 -0.813
N 8.865 2.393 -3.964 0.3 -0.8 -0.1 -0.058
H 8.200 5.466 -2.858 0.0 0.1 0.4 0.640
H 8.761 4.066 -1.906 0.2 0.1 0.1 0.145
H 7.133 4.130 -2.536 -0.1 -0.3 -0.4 0.117
H 8.057 4.079 -4.860 0.1 0.3 -0.3 -0.075
H 10.783 4.285 -3.521 0.2 -0.1 0.3 0.395
H 9.949 5.518 -4.467 0.2 0.3 0.0 0.493
H 12.655 3.917 -5.105 0.4 0.1 0.2 0.289
H 12.176 5.479 -5.728 -0.5 0.2 -0.2 0.315
H 12.261 4.017 -6.799 0.0 0.4 -0.1 0.247
H 9.106 2.017 -4.871 0.8 0.2 -0.1 0.408
H 7.948 1.976 -3.888 -0.4 1.1 0.1 -0.973
C 7.527 -1.723 0.945 -1.5 -0.3 0.5 -1.541
C 7.256 -2.376 -0.396 -0.9 0.4 0.6 0.906
C 5.812 -3.043 -0.347 2.4 0.6 -0.7 -0.898
O 5.519 -3.463 -1.689 -2.0 -0.3 0.0 0.060
C 4.119 -3.947 -1.761 0.8 0.0 1.1 -0.991
N 7.352 -1.370 -1.433 -0.3 -0.5 -0.9 0.637
H 7.452 -2.538 1.664 0.8 0.4 0.6 0.554
H 6.674 -1.083 1.171 -0.3 0.0 0.1 0.299
H 8.345 -1.006 1.014 0.5 -0.8 -0.1 0.123
H 8.023 -3.133 -0.560 -0.1 -0.3 -0.2 -0.023
H 5.062 -2.340 0.015 0.0 0.1 -0.1 0.144
H 5.917 -3.875 0.349 -0.4 -0.3 -0.1 0.535
H 3.750 -4.113 -2.773 0.5 0.2 -0.1 0.343
H 3.454 -3.282 -1.210 0.1 0.5 -0.4 0.305
H 4.039 -4.871 -1.189 0.2 -0.3 -0.3 0.323
H 8.071 -0.716 -1.160 0.3 0.4 -0.3 -0.529
H 6.501 -0.828 -1.473 -0.5 0.2 0.4 0.127
```
Positions in Å, forces in eV/Å.

Summary:
* strongest force on any atom: 0.062 hartree/bohr
* 2S+1: 1
* LUMO: -0.11035 Ha
* calculated total energy: -2129.2164 a.u.
* energy above the lowest of the compared OMol25 structures with the same formula, charge and spin: 0.00 kJ/mol
* charge: +1
* HOMO level: -10.7 eV